This record from OMol25 describes a 2-piece molecular cluster, C9H14O overall at a distorted geometry. The level of theory is the ωB97M-V functional and the def2-TZVPD basis.

Computed properties:
spin multiplicity	2
gap between HOMO and LUMO (spin up / spin down)	2.4 / 7.1	eV
highest occupied orbital energy (spin up / spin down)	1.1 / -3.6	eV
total charge	-1
energy relative to the best compared isomer or geometry (same formula, charge and spin)	44.9	kcal per mole

Last column: Löwdin charge in e.
Atoms and positions in Å:
C1 2.689 2.510 0.672  -0.111
C2 1.409 1.182 -0.928  -0.189
C3 2.320 1.165 0.045  -0.375
C4 0.680 0.094 -1.360  -0.115
C5 2.723 -0.045 0.626  -0.171
C6 1.187 -1.168 -0.931  -0.426
C7 2.256 -1.190 0.023  -0.153
O1 0.652 -2.186 -1.552  -0.018
H1 1.085 2.144 -1.541  0.130
H2 -0.066 0.069 -2.221  0.102
H3 2.534 2.556 1.817  0.083
H4 2.028 3.224 0.391  -0.003
H5 3.443 -0.127 1.513  0.093
H6 2.745 -2.169 0.289  0.079
H7 1.038 -3.055 -1.420  0.091
H8 3.703 2.920 0.425  0.068
C8 -3.108 -0.525 0.373  -0.211
C9 -4.520 -0.999 0.549  -0.212
H9 -2.396 -0.925 -0.400  0.072
H10 -3.151 0.532 0.161  0.038
H11 -2.666 -0.461 1.422  0.076
H12 -5.149 -0.389 -0.009  0.030
H13 -4.638 -2.107 0.461  0.071
H14 -4.799 -1.052 1.596  0.050